This record from the Open Molecules 2025 dataset describes the molecule C2H4N4O2. The level of theory is the ωB97M-V functional and the def2-TZVPD basis.

Cartesian coordinates (Å):
1 C -0.5328 -0.0549 -0.8475
2 C 0.8525 0.2492 0.7243
3 H -1.6217 -0.3811 -2.4969
4 H -2.3533 -0.5403 -1.0447
5 H -0.4841 0.3792 2.5423
6 H 2.2929 -0.4589 -0.6014
7 N -1.7039 0.0067 -1.6043
8 N -0.4813 -0.0545 0.5158
9 N 1.3282 0.3549 1.8650
10 N 1.6458 0.2162 -0.4422
11 O 0.4707 0.3647 2.8258
12 O 0.5869 -0.0812 -1.4362

Energy above the lowest of the compared OMol25 structures with the same formula, charge and spin: 75.1 kcal per mole
SMILES: Nc1n/c(=N\O)[nH]o1
Net charge: 0
2S+1: 1
HOMO energy: -8.0 eV
Gap between HOMO and LUMO: 0.3107 Ha

=====

This record from the Open Molecules 2025 dataset describes the molecule C2H4N4O2. The level of theory is the ωB97M-V functional and the def2-TZVPD basis.

Cartesian coordinates (Å):
1 C -0.1721 0.1466 0.4268
2 C 0.5536 1.1494 1.1152
3 H -1.5631 -1.2512 -0.8960
4 H -2.6031 -1.4362 0.5708
5 H 0.6143 1.3759 2.1587
6 H 1.6546 -1.0519 -1.8723
7 N -1.6183 -1.4999 0.0412
8 N -0.9972 -0.6085 0.8712
9 N 1.0985 1.9960 0.3142
10 N 0.3957 0.2045 -0.9405
11 O 1.0097 1.5619 -0.8956
12 O 1.6273 -0.5864 -0.8937

Energy above the lowest of the compared OMol25 structures with the same formula, charge and spin: 140.9 kcal per mole
SMILES: N/N=c1/cnon1O
Net charge: 0
2S+1: 1
HOMO energy: -9.1 eV
Gap between HOMO and LUMO: 0.3455 Ha

=====

This record from the Open Molecules 2025 dataset describes a cluster of 2 separate species, C2H4N4O4 in total. The level of theory is the ωB97M-V functional and the def2-TZVPD basis.

Cartesian coordinates (Å):
1 C -2.1833 0.3049 0.1670
2 C 2.2811 -0.3273 0.1696
3 N -1.1767 -1.7075 -0.3967
4 N 1.3575 1.7461 -0.1031
5 N -1.1637 -0.2394 -0.4685
6 N 1.1516 0.6483 0.4390
7 O -3.1589 -0.0995 0.8555
8 O 3.2136 -0.0013 -0.6201
9 O -1.9628 1.7107 0.0269
10 O 2.2243 -1.3094 0.9379
11 H -0.2409 -2.0092 -0.5255
12 H -1.4131 -1.9161 0.5221
13 H 2.1833 1.6971 -0.7653
14 H -1.1121 1.5026 -0.2387

Energy above the lowest of the compared OMol25 structures with the same formula, charge and spin: 0.0 kcal per mole
Net charge: -2
2S+1: 1
HOMO energy: 0.4 eV
Gap between HOMO and LUMO: 0.2317 Ha

=====

This record from the Open Molecules 2025 dataset describes the molecule C2H4N4S. The level of theory is the ωB97M-V functional and the def2-TZVPD basis.

Cartesian coordinates (Å):
1 C -1.4887 0.4135 1.3296
2 C 1.1481 -0.7679 -0.5639
3 N -0.6255 1.3830 1.6284
4 N -1.0258 -0.4046 0.5007
5 N 0.4743 1.2853 1.0967
6 N 0.2203 -0.1265 0.2138
7 S 0.8592 -0.1681 -2.4222
8 H -2.5884 0.3184 1.4252
9 H 2.1605 -0.4361 -0.2910
10 H 1.2723 -1.7952 -0.6992
11 H -0.4063 0.2981 -2.2180

Energy above the lowest of the compared OMol25 structures with the same formula, charge and spin: 80.6 kcal per mole
SMILES: SCn1ncnn1
Net charge: 0
2S+1: 1
HOMO energy: -9.4 eV
Gap between HOMO and LUMO: 0.3468 Ha